Entry 1:
{"formula": "C4H8NS2", "method": "ωB97M-V with the def2-TZVPD basis set", "species": ["C", "C", "C", "C", "N", "S", "S", "H", "H", "H", "H", "H", "H", "H", "H"], "xyz": [[-1.8927, -0.0384, 0.8844], [-2.3042, -0.5894, -0.2301], [0.2151, -0.7297, -0.0910], [1.2830, 0.7503, -1.0543], [-0.4426, -0.0440, 1.1139], [-1.0852, -1.2174, -1.2457], [1.3288, -1.9981, 0.2648], [-2.6017, 0.4610, 1.7272], [-3.2569, -1.0184, -0.4110], [2.3314, 0.9198, -0.5515], [0.6045, 1.5692, -1.2969], [1.5809, 0.2520, -2.0021], [-0.1023, 0.9821, 1.3606], [-0.1784, -0.4424, 2.0982], [2.4121, -1.2247, 0.6165]], "multiplicity": 3, "e_above_lowest_kcal_mol": 81.0, "orbital_gap_ev": [5.17, 6.18], "e_homo_ev": [-9.069, -13.634], "total_charge": 1, "s_squared": 2.0119}

Entry 2:
{"formula": "C4H8O", "method": "ωB97M-V with the def2-TZVPD basis set", "species": ["C", "C", "O", "C", "C", "H", "H", "H", "H", "H", "H", "H", "H"], "xyz": [[0.2276, -0.0776, 1.3179], [0.4482, 0.8187, -0.3169], [1.5518, 0.2691, -0.9295], [-0.7506, 0.4696, -1.1669], [-0.7639, -0.6553, -0.2256], [-0.4266, 0.5873, 1.8836], [1.2630, 0.1655, 1.5899], [0.0940, -1.1075, 1.6944], [2.3157, 0.4941, -0.3807], [-1.5743, 1.1783, -1.0939], [-0.4816, 0.2285, -2.1940], [-1.6564, -0.8176, 0.3731], [-0.2469, -1.5530, -0.5514]], "e_above_lowest_kcal_mol": 113.3, "orbital_gap_ev": 8.44, "e_homo_ev": -7.445}

Entry 3:
{"formula": "C4H8O", "method": "ωB97M-V with the def2-TZVPD basis set", "species": ["C", "C", "C", "C", "O", "H", "H", "H", "H", "H", "H", "H", "H"], "xyz": [[0.0208, -0.5734, -1.5763], [0.3299, 0.6728, -0.8337], [-0.9226, 0.6834, 1.0293], [0.5460, 0.4207, 0.6043], [0.8857, -0.8818, 1.0721], [-0.1445, -1.4898, -0.9932], [0.9250, -0.7154, -2.1940], [-0.7813, -0.4121, -2.3030], [-1.3878, 1.4492, 0.4026], [-1.4794, -0.2539, 0.9372], [-0.9590, 1.0259, 2.0630], [1.2066, 1.1652, 1.0710], [1.7605, -1.0908, 0.7209]], "e_above_lowest_kcal_mol": 86.0, "orbital_gap_ev": 8.76, "e_homo_ev": -8.358}

Entry 4:
{"formula": "C4H8O", "method": "ωB97M-V with the def2-TZVPD basis set", "species": ["C", "C", "C", "C", "O", "H", "H", "H", "H", "H", "H", "H", "H"], "xyz": [[1.1058, 0.6191, -0.7953], [-0.2226, -0.0864, -0.7722], [-0.4387, -1.2097, 0.1856], [-1.1485, -0.0691, 0.8783], [-0.2794, 0.4934, 1.7895], [1.3897, 0.8857, 0.2287], [1.0680, 1.5334, -1.3964], [1.8919, -0.0267, -1.2043], [-0.7611, -0.1658, -1.7179], [0.4611, -1.5517, 0.6967], [-1.0701, -2.0307, -0.1492], [-1.1900, 0.6640, -0.1714], [-0.7213, 1.2716, 2.1509]], "e_above_lowest_kcal_mol": 80.4, "orbital_gap_ev": 9.04, "e_homo_ev": -7.997}

Entry 5:
{"formula": "C4H8O", "method": "ωB97M-V with the def2-TZVPD basis set", "species": ["C", "C", "C", "O", "C", "H", "H", "H", "H", "H", "H", "H", "H"], "xyz": [[0.7400, -0.2424, -2.0006], [0.0826, -0.0279, -0.6723], [0.3016, -0.7869, 0.4205], [-0.2008, -0.6240, 1.6677], [-0.8688, 0.5702, 1.9115], [0.5020, -1.2677, -2.4454], [0.3134, 0.4911, -2.7538], [1.8375, -0.1142, -1.9990], [-0.5277, 0.8708, -0.5427], [0.9189, -1.6795, 0.4294], [-1.8615, 0.6432, 1.4160], [-0.2344, 1.4461, 1.5594], [-1.0027, 0.7211, 3.0093]], "smiles": "C/C=C/OC", "e_above_lowest_kcal_mol": 30.6, "orbital_gap_ev": 9.67, "e_homo_ev": -8.593}

Entry 6:
{"formula": "C4H8O", "method": "ωB97M-V with the def2-TZVPD basis set", "species": ["C", "C", "C", "H", "H", "H", "H", "H", "H", "C", "O", "H", "H"], "xyz": [[-0.3884, 1.0275, 0.6026], [-0.8646, -0.1852, 0.3150], [-0.2283, -1.4228, 0.8670], [-0.8264, 1.9388, 0.2080], [0.4743, 1.1372, 1.2596], [-1.6599, -0.3011, -0.4256], [-0.7840, -2.3360, 0.6382], [0.7802, -1.5106, 0.4392], [-0.1366, -1.3309, 1.9537], [0.9130, 0.7661, -1.4685], [1.2089, -0.4059, -1.4972], [1.6095, 1.5474, -1.1054], [-0.0282, 1.1683, -1.8890]], "smiles": "C=CC.C=O", "e_above_lowest_kcal_mol": 46.7, "orbital_gap_ev": 10.47, "e_homo_ev": -9.585}

Entry 7:
{"formula": "C4H8O", "method": "ωB97M-V with the def2-TZVPD basis set", "species": ["O", "C", "C", "C", "C", "H", "H", "H", "H", "H", "H", "H", "H"], "xyz": [[1.9162, 0.5587, -0.3127], [0.7584, -0.2425, -0.3874], [0.0041, -0.5089, 0.9396], [-1.2779, 0.0967, 0.3188], [-0.4542, 0.5446, -0.9129], [2.6036, 0.0489, 0.1342], [0.9534, -1.1633, -0.9577], [0.4147, 0.1005, 1.7504], [-0.0542, -1.5524, 1.2665], [-1.7435, 0.9013, 0.8949], [-2.0481, -0.6442, 0.0856], [-0.2346, 1.6155, -0.9265], [-0.8379, 0.2452, -1.8926]], "smiles": "OC1CCC1", "e_above_lowest_kcal_mol": 21.1, "orbital_gap_ev": 10.99, "e_homo_ev": -9.930}

Entry 8:
{"formula": "C4H8O", "method": "ωB97M-V with the def2-TZVPD basis set", "species": ["C", "C", "C", "O", "C", "H", "H", "H", "H", "H", "H", "H", "H"], "xyz": [[1.1079, -0.9474, 0.1964], [0.3180, 0.3516, 0.1919], [-0.3763, 0.7035, -1.1356], [-1.6753, 0.4458, -0.5847], [-1.1219, 0.2549, 0.7248], [1.3572, -1.2561, 1.2181], [2.0453, -0.8468, -0.3624], [0.5236, -1.7523, -0.2659], [0.9040, 1.1685, 0.6248], [-0.1492, 0.0432, -1.9835], [-0.2702, 1.7479, -1.4575], [-1.4201, 1.0567, 1.4134], [-1.4079, -0.7128, 1.1585]], "smiles": "CC1COC1", "e_above_lowest_kcal_mol": 27.4, "orbital_gap_ev": 10.73, "e_homo_ev": -9.604}

Entry 9:
{"formula": "C4H8O", "method": "ωB97M-V with the def2-TZVPD basis set", "species": ["C", "C", "O", "C", "C", "H", "H", "H", "H", "H", "H", "H", "H"], "xyz": [[0.5101, 0.5334, -0.0844], [0.6485, -0.7148, 0.3963], [-0.5188, -1.4105, 0.4267], [-1.4500, -0.5918, -0.3133], [-0.9670, 0.8183, -0.0501], [1.2157, 1.1648, -0.5863], [1.4479, -1.2195, 0.9205], [-2.4433, -0.8457, 0.0436], [-1.3439, -0.8072, -1.3889], [-1.3101, 1.5781, -0.7517], [-1.2349, 1.1335, 0.9714], [2.6135, 0.4989, 0.3711], [2.8323, -0.1375, 0.0452]], "smiles": "C1=COCC1.[H][H]", "e_above_lowest_kcal_mol": 62.4, "orbital_gap_ev": 9.52, "e_homo_ev": -8.431}

Entry 10:
{"formula": "C4H8O", "method": "ωB97M-V with the def2-TZVPD basis set", "species": ["C", "C", "C", "O", "C", "H", "H", "H", "H", "H", "H", "H", "H"], "xyz": [[0.7966, 0.3085, -0.8989], [0.1148, -1.0754, -0.6549], [-0.2423, -0.8941, 0.8319], [-0.7287, 0.4400, 0.8986], [-0.0538, 1.2570, -0.0963], [0.8353, 0.5452, -1.9524], [1.8184, 0.2925, -0.4821], [0.8178, -1.9011, -0.8809], [-0.7397, -1.1656, -1.2768], [-1.0062, -1.6362, 1.1806], [0.6848, -1.0612, 1.4334], [0.5629, 2.0253, 0.3904], [-0.8352, 1.8047, -0.6921]], "smiles": "C1CCOC1", "e_above_lowest_kcal_mol": 13.6, "orbital_gap_ev": 10.74, "e_homo_ev": -9.606}

Entry 11:
{"formula": "C4H8O", "method": "ωB97M-V with the def2-TZVPD basis set", "species": ["C", "C", "C", "C", "O", "H", "H", "H", "H", "H", "H", "H", "H"], "xyz": [[-1.5081, 0.5604, 0.2729], [-0.2959, -0.6913, -0.4952], [1.0198, -0.7596, 0.1731], [1.8625, 0.3488, -0.0770], [1.5054, 1.3465, -0.7214], [-1.1781, 1.5406, -0.0683], [-1.6853, 0.5410, 1.3560], [-2.3938, 0.2019, -0.2470], [-0.9066, -1.5885, -0.4540], [-0.2752, -0.1536, -1.4423], [-0.3057, -0.0415, 0.5533], [1.2745, -1.6021, 0.8030], [2.8865, 0.2975, 0.3469]], "e_above_lowest_kcal_mol": 103.2, "orbital_gap_ev": 8.47, "e_homo_ev": -7.751}

Entry 12:
{"formula": "C4H8O", "method": "ωB97M-V with the def2-TZVPD basis set", "species": ["C", "C", "C", "C", "O", "H", "H", "H", "H", "H", "H", "H", "H"], "xyz": [[0.9770, 0.7295, 1.4677], [0.1053, 0.5966, 0.2223], [-0.3829, -0.7472, -0.2210], [-1.1473, -0.7842, -1.4525], [0.2312, -0.8821, -1.6486], [1.6531, 1.5814, 1.3377], [0.4238, 0.8979, 2.4008], [1.5970, -0.1626, 1.6086], [0.6766, 0.5572, -0.7289], [-0.6271, 1.4041, 0.1105], [-0.2077, -1.6308, 0.3861], [-1.6568, -1.6978, -1.7205], [-1.6421, 0.1380, -1.7620]], "smiles": "CC[C@H]1CO1", "e_above_lowest_kcal_mol": 53.2, "orbital_gap_ev": 10.97, "e_homo_ev": -9.745}

Entry 13:
{"formula": "C4H8O", "method": "ωB97M-V with the def2-TZVPD basis set", "species": ["C", "C", "C", "C", "O", "H", "H", "H", "H", "H", "H", "H", "H"], "xyz": [[-1.2377, 1.0872, 0.8407], [0.2536, -0.2190, -0.8096], [0.8087, -1.5666, -0.6240], [0.1608, 0.7443, 0.3169], [1.0771, 0.3441, 1.1668], [-1.6799, 0.2059, 1.3119], [-1.1157, 1.8657, 1.5984], [-1.9098, 1.4518, 0.0569], [0.1789, 0.1452, -1.8406], [1.8955, -1.5594, -0.7809], [0.3965, -2.2590, -1.3678], [0.6650, -1.8845, 0.4143], [0.5071, 1.6443, -0.2830]], "e_above_lowest_kcal_mol": 87.0, "orbital_gap_ev": [7.18, 9.13], "e_homo_ev": [-8.336, -9.454]}

Entry 14:
{"formula": "C4H8O", "method": "ωB97M-V with the def2-TZVPD basis set", "species": ["C", "C", "C", "C", "O", "H", "H", "H", "H", "H", "H", "H", "H"], "xyz": [[-1.3973, 0.3138, 1.4657], [-0.0183, 0.5269, 0.8662], [0.3152, -0.0186, -0.3047], [1.6205, 0.1811, -1.0193], [-0.5555, -0.8875, -0.9277], [-2.0597, 1.1636, 1.3264], [-1.7134, -0.6281, 1.0270], [-1.3036, 0.1714, 2.5421], [0.7746, 1.1250, 1.2969], [1.8350, -0.6911, -1.6415], [1.4889, 0.9475, -1.7960], [2.4013, 0.5426, -0.3595], [-0.0617, -1.5017, -1.4440]], "smiles": "C/C=C(/C)O", "e_above_lowest_kcal_mol": 17.7, "orbital_gap_ev": 9.34, "e_homo_ev": -8.446}

Entry 15:
{"formula": "C4H8O", "method": "ωB97M-V with the def2-TZVPD basis set", "species": ["C", "C", "C", "H", "H", "H", "H", "H", "H", "C", "O", "H", "H"], "xyz": [[0.1330, -0.5708, 0.0444], [1.3493, -0.0381, 0.3865], [2.1910, 0.5232, -0.7285], [-0.5734, -1.0612, 0.6251], [-0.2287, -0.3728, -0.9126], [2.0474, -0.3559, 1.2323], [1.6358, 0.3885, -1.7322], [2.5252, 1.4999, -0.4946], [3.1276, -0.0896, -0.6864], [-3.0500, 0.0229, 0.5290], [-3.9922, 0.5409, 1.1491], [-2.3647, 0.5259, -0.0467], [-2.8004, -1.0130, 0.6346]], "smiles": "C=CC.C=O", "e_above_lowest_kcal_mol": 61.0, "orbital_gap_ev": 10.35, "e_homo_ev": -9.793}

Entry 16:
{"formula": "C4H8O", "method": "ωB97M-V with the def2-TZVPD basis set", "species": ["C", "C", "C", "C", "O", "H", "H", "H", "H", "H", "H", "H", "H"], "xyz": [[-1.6105, 0.5345, 0.0436], [-0.7291, -0.7267, 0.0924], [0.1819, -1.0330, -1.0953], [1.8999, 0.2642, 0.0128], [1.4433, -0.7356, -0.9231], [-2.4929, 0.3777, 0.6741], [-1.0984, 1.4253, 0.4236], [-1.9613, 0.7456, -0.9709], [-1.4003, -1.5880, 0.0291], [-0.2220, -0.7833, 1.0679], [1.3637, 1.1795, -0.2358], [2.9618, 0.3911, -0.1940], [1.7415, 0.0051, 1.0619]], "e_above_lowest_kcal_mol": 78.3, "orbital_gap_ev": 8.71, "e_homo_ev": -8.030}

Entry 17:
{"formula": "C4H8O", "method": "ωB97M-V with the def2-TZVPD basis set", "species": ["C", "C", "C", "C", "O", "H", "H", "H", "H", "H", "H", "H", "H"], "xyz": [[-0.2833, -0.5898, 1.6539], [-0.0454, 0.4935, 0.6438], [0.5691, 0.0201, -0.6403], [-0.0132, 0.3393, -1.9381], [-0.2512, -0.9248, -1.3536], [0.6684, -0.9485, 2.1063], [-0.7541, -1.4575, 1.1523], [-0.8807, -0.2044, 2.4745], [-1.0090, 0.8379, 0.3219], [0.5488, 1.3170, 1.0612], [1.5946, -0.3224, -0.6440], [0.6527, 0.3567, -2.8068], [-0.7966, 1.0828, -2.0311]], "smiles": "CC[C@@H]1CO1", "e_above_lowest_kcal_mol": 31.0, "orbital_gap_ev": 11.50, "e_homo_ev": -10.262}

Entry 18:
{"formula": "C4H8O", "method": "ωB97M-V with the def2-TZVPD basis set", "species": ["C", "C", "C", "C", "O", "H", "H", "H", "H", "H", "H", "H", "H"], "xyz": [[-1.6732, -0.3709, 0.0474], [-0.5115, 0.3574, -0.7275], [1.0505, 0.7453, 0.3758], [1.8185, -0.4994, 0.0604], [1.2885, -1.4306, -0.5059], [-1.7186, -0.0395, 1.0854], [-1.6387, -1.4736, 0.0398], [-2.6558, -0.1115, -0.3936], [-0.3006, -0.2544, -1.6295], [-0.7885, 1.3626, -0.9956], [1.7980, 1.6028, 0.5958], [0.4563, 0.6879, 1.2808], [2.9051, -0.5802, 0.2834]], "e_above_lowest_kcal_mol": 59.4, "orbital_gap_ev": 10.62, "e_homo_ev": -9.674}

Entry 19:
{"formula": "C4H8O", "method": "ωB97M-V with the def2-TZVPD basis set", "species": ["C", "C", "O", "C", "C", "H", "H", "H", "H", "H", "H", "H", "H"], "xyz": [[1.5753, 0.7530, -0.0691], [0.7433, -0.4037, 0.3751], [-0.0395, -1.0847, -0.6056], [-0.7240, -0.3744, 0.4138], [-1.5434, 0.7732, -0.0811], [0.9889, 1.4103, -0.6929], [2.4076, 0.3710, -0.7135], [1.9676, 1.2980, 0.8152], [1.1693, -1.1097, 1.0540], [-1.2226, -1.0228, 1.1248], [-2.6370, 0.4084, -0.2361], [-1.1660, 1.2202, -1.0625], [-1.4995, 1.6143, 0.7237]], "smiles": "C[C@@H]1O[C@@H]1C", "e_above_lowest_kcal_mol": 30.7, "orbital_gap_ev": 11.17, "e_homo_ev": -10.022}

Entry 20:
{"formula": "C4H8O", "method": "ωB97M-V with the def2-TZVPD basis set", "species": ["C", "C", "C", "C", "H", "H", "H", "H", "H", "H", "H", "H", "O"], "xyz": [[-0.9562, -0.1534, -0.6496], [-0.2773, -0.8987, 0.5338], [1.2232, -0.2866, 0.5536], [-0.1677, 1.1776, -0.5847], [-2.0489, -0.2257, -0.4796], [-0.7481, -0.7356, -1.6215], [-0.3122, -2.0225, 0.4610], [-0.8750, -0.6067, 1.5426], [1.4248, 0.5351, 1.6503], [2.3270, -1.1463, 0.4354], [-0.5298, 2.1598, -1.4927], [-0.2994, 1.6837, 0.6376], [1.2397, 0.5194, -0.9862]], "e_above_lowest_kcal_mol": 145.4, "orbital_gap_ev": 10.98, "e_homo_ev": -10.065}

Number 1: E -27423.980 eV. Number 2: E -6320.254 eV. Number 3: E -6321.437 eV. Number 4: E -6321.680 eV. Number 5: E -6323.841 eV. Number 6: E -6323.143 eV. Number 7: E -6324.255 eV. Number 8: E -6323.980 eV. Number 9: E -6322.462 eV. Number 10: E -6324.578 eV. Number 11: E -6320.693 eV. Number 12: E -6322.861 eV. Number 13: E -6321.397 eV. Number 14: E -6324.399 eV. Number 15: E -6322.522 eV. Number 16: E -6321.773 eV. Number 17: E -6323.825 eV. Number 18: E -6322.591 eV. Number 19: E -6323.837 eV. Number 20: E -6318.862 eV.